ORCA calculation (ωB97M-V with the def2-TZVPD basis set) on a cluster of 2 separate species, C9H10ClN2 in total in a non-equilibrium geometry.

Summary:
HOMO-LUMO gap: 9.03 eV
relative energy (zero: lowest compared OMol25 entry of this formula, charge and spin): 2.2301 eV
total charge: +1
molecular weight: 181.6 g mol⁻¹

Geometry (Å):
C -0.51976 3.73014 -0.39737
C -0.01259 3.66739 -1.72792
C -0.50962 2.62477 0.38295
C 0.62404 2.53832 -2.19944
C 0.08235 0.12584 0.40107
C -0.05588 1.42478 -0.17525
C 0.58489 1.36027 -1.42284
C -0.92904 -3.14063 1.76939
C 0.38039 -3.07437 1.42941
N 0.82648 0.02523 -1.69311
N 0.61428 -0.62793 -0.57553
Cl 1.20368 -4.01105 0.21788
H -0.93453 4.59427 -0.01739
H -0.26711 4.30983 -2.57796
H -0.87696 2.71941 1.42570
H 1.05407 2.49726 -3.23325
H -0.09882 -0.43483 1.21445
H 0.99383 -1.53899 -0.51644
H -1.50032 -3.90327 1.37890
H -1.40164 -2.53008 2.56316
H 1.07673 -2.31348 1.85243
H 1.59002 -0.27702 -2.37572

=====

ORCA calculation (ωB97M-V with the def2-TZVPD basis set) on a structure of composition C9H10ClNOS in a non-equilibrium geometry.

Summary:
HOMO-LUMO gap: 9.40 eV
relative energy (zero: lowest compared OMol25 entry of this formula, charge and spin): 3.0287 eV
molecular weight: 215.7 g mol⁻¹

Geometry (Å):
C -0.64805 -1.04754 -3.65101
C -1.08337 -1.90765 -2.55908
C 0.23725 -1.40428 -0.54609
C 0.16957 0.91170 1.07206
C 1.28060 1.76639 1.21720
C 1.61965 2.33024 2.48581
C 0.84529 2.14253 3.67851
C -0.42237 1.23882 3.56493
C -0.67331 0.86012 2.11254
H -0.64870 0.23107 -3.71194
H 0.30842 -1.61271 -4.02703
H -2.05719 -1.55627 -2.02966
H -1.23517 -2.94057 -2.92134
H 0.43257 -3.22949 -1.57122
H 1.95357 1.64329 0.47339
H 2.46194 3.39252 2.20213
H 1.31257 2.56307 4.63444
H -1.08490 0.91972 4.49425
H -1.62680 0.15068 2.12607
N 0.06514 -2.05114 -1.76690
O 1.09528 -1.72580 0.26922
S -0.47284 0.34508 -0.39735
Cl -1.82913 -1.01980 -5.14893

=====

ORCA calculation (ωB97M-V with the def2-TZVPD basis set) on an isolated molecule of C9H10FNS in a non-equilibrium geometry.

Summary:
HOMO-LUMO gap: 9.45 eV
SMILES: Fc1ccc([C@@]23CNC[C@@H]2C3)s1
relative energy (zero: lowest compared OMol25 entry of this formula, charge and spin): 0.0514 eV
molecular weight: 183.3 g mol⁻¹

Geometry (Å):
F -4.55702 -1.16157 -0.45355
C -3.44624 -0.43438 -0.15817
C -3.33344 0.85386 0.22613
C -1.94116 1.23583 0.38162
C -1.08745 0.23467 0.07028
C 0.40250 0.19095 0.10538
C 1.02273 -0.74836 1.11825
N 1.78050 -1.67186 0.37911
C 2.40350 -0.88289 -0.69572
C 1.26462 0.04560 -1.11681
C 1.21796 1.42366 -0.46984
S -1.95361 -1.29564 -0.22885
H -4.26428 1.39204 0.30786
H -1.61318 2.16538 0.75851
H 1.67910 -0.18001 1.80631
H 0.32872 -1.30600 1.76639
H 2.53901 -1.96962 0.99693
H 2.73176 -1.54323 -1.55175
H 3.28842 -0.30386 -0.40693
H 0.75444 -0.07687 -2.04959
H 1.99926 1.76942 0.23423
H 0.78384 2.26287 -1.01981

=====

ORCA calculation (ωB97M-V with the def2-TZVPD basis set) on a structure of composition C9H10FeNO4 in a non-equilibrium geometry.

Summary:
HOMO-LUMO gap (spin up / spin down): 6.49 / 5.03 eV
<S²>: 6.0655
relative energy (zero: lowest compared OMol25 entry of this formula, charge and spin): 0.1181 eV
spin multiplicity: 5
total charge: +1
molecular weight: 252.0 g mol⁻¹

Geometry (Å):
O -1.76553 2.77546 -1.51570
C -0.95805 2.07050 -1.98451
Fe 0.02355 0.84036 -2.75247
C -1.43072 -0.05663 -3.18116
O -2.52451 -0.43983 -3.30306
C 0.18331 1.72609 -4.25284
O 0.12572 2.39197 -5.20424
C 0.49478 -0.73695 1.97272
C 1.39969 0.36365 1.41154
C 1.38888 0.46787 -0.06431
C 0.97701 -0.56280 -0.86658
C 0.47030 -1.76773 -0.27822
C 0.19405 -1.84416 1.05812
H 0.87461 -1.10417 2.93018
H 1.17185 1.33732 1.88592
H 2.40946 0.09100 1.75792
H 1.86297 1.36152 -0.48499
H 1.09232 -0.54081 -1.98301
H 0.27132 -2.63815 -0.91140
H -0.24175 -2.73366 1.51854
N -0.77882 -0.13324 2.36249
O -1.12226 -0.92977 3.53042
H -0.69495 0.84252 2.68372
H -1.54550 -0.25203 1.67950
H -1.87772 -0.52830 3.99144

=====

ORCA calculation (ωB97M-V with the def2-TZVPD basis set) on a structure of composition C9H10GdO6 in a non-equilibrium geometry.

Summary:
HOMO-LUMO gap (spin up / spin down): 6.60 / 8.36 eV
<S²>: 15.8685
relative energy (zero: lowest compared OMol25 entry of this formula, charge and spin): 0.0000 eV
spin multiplicity: 8
total charge: +3
molecular weight: 371.4 g mol⁻¹

Geometry (Å):
O 2.51715 -1.42229 -4.29205
C 2.05810 -1.03740 -3.31122
Gd 0.91178 -0.20947 -1.11926
O -1.34911 0.41452 -3.87216
C -0.63513 0.22106 -2.97975
C 3.03523 -1.12026 -0.14547
O 4.00970 -1.53121 0.32375
C 2.06274 1.96887 -1.64167
O 2.58072 2.97621 -1.86441
C 0.00131 -2.45701 -1.37286
O -0.49871 -3.49592 -1.49874
C 0.67374 0.17925 2.79937
C -0.30867 -0.59545 1.94092
O -0.46566 0.05625 0.63730
C -1.40370 1.18994 0.61643
C -2.81718 0.70222 0.35896
H 1.66673 0.21977 2.32728
H 0.77605 -0.31656 3.76479
H 0.32364 1.19813 2.97983
H 0.05493 -1.59676 1.69337
H -1.31499 -0.66876 2.37649
H -1.28759 1.72102 1.56977
H -1.04636 1.86618 -0.17098
H -3.12535 0.00049 1.14038
H -3.50787 1.54973 0.34397
H -2.91149 0.18744 -0.60403

=====

ORCA calculation (ωB97M-V with the def2-TZVPD basis set) on a structure of composition C9H10HoO5 in a non-equilibrium geometry.

Summary:
HOMO-LUMO gap (spin up / spin down): 9.21 / 9.33 eV
<S²>: 6.0041
relative energy (zero: lowest compared OMol25 entry of this formula, charge and spin): 0.0000 eV
spin multiplicity: 5
total charge: +3
molecular weight: 363.1 g mol⁻¹

Geometry (Å):
Ho -0.27051 0.55834 -0.93691
C -0.00592 2.24060 0.92043
O 0.11427 3.21565 1.52636
C -0.17209 3.03823 -1.50186
O -0.11887 4.18648 -1.42819
C -2.46924 1.65195 -0.82208
O -3.47939 2.19715 -0.71761
C 2.01646 1.23344 -0.47387
O 3.06157 1.59777 -0.14391
C 0.07806 -1.01611 -2.73420
H 1.02651 -1.54914 -2.56412
H -0.82755 -1.63680 -2.60644
C 0.03275 0.21030 -3.36507
H -0.89571 0.64062 -3.77401
H 0.93413 0.75395 -3.68388
C 1.31811 -1.31206 2.37580
C -0.00578 -1.44547 1.73108
C -1.04822 -2.29275 2.34415
O -0.28750 -0.84679 0.64848
H 1.17705 -0.94640 3.40604
H 1.98667 -0.62865 1.83422
H 1.78951 -2.30659 2.44290
H -1.90145 -1.69172 2.69399
H -1.43058 -3.03334 1.62699
H -0.62229 -2.81867 3.20168